(1)
{
  "formula": "C3H8FNO",
  "method": "ωB97M-V/def2-TZVPD",
  "symbols": ["F", "O", "N", "C", "C", "C", "H", "H", "H", "H", "H", "H", "H", "H"],
  "xyz": [[-0.348, 0.157, 1.722], [-1.115, -0.803, -0.639], [0.635, 0.560, 0.801], [-0.118, 0.070, -0.838], [-0.741, -2.165, -0.570], [0.799, 1.979, 0.905], [-0.510, 1.019, -1.195], [-1.625, -2.710, -0.250], [0.773, -0.284, -1.342], [1.373, 2.311, 0.042], [1.382, 2.168, 1.810], [-0.427, -2.517, -1.559], [-0.144, 2.532, 0.966], [0.067, -2.316, 0.148]],
  "forces_ev_per_a": [[-0.279, 0.328, 0.176], [-0.085, 0.207, -0.145], [-0.432, -2.008, -3.178], [0.908, 1.559, 3.028], [0.168, -0.250, 0.031], [-0.332, 0.138, 0.467], [0.023, -0.025, -0.103], [0.068, -0.026, -0.018], [0.059, -0.160, -0.104], [0.050, -0.031, -0.077], [-0.025, 0.219, -0.073], [-0.012, -0.016, 0.083], [-0.065, 0.044, -0.116], [-0.046, 0.021, 0.028]]
}

=====

(2)
{
  "formula": "C4H8N3O",
  "method": "ωB97M-V/def2-TZVPD",
  "charge": 1,
  "symbols": ["O", "N", "N", "N", "C", "C", "C", "C", "H", "H", "H", "H", "H", "H", "H", "H"],
  "xyz": [[-0.132, 2.141, 0.070], [-0.884, 0.984, 0.320], [-2.390, -0.700, -0.020], [1.872, 0.245, -0.237], [-2.093, 0.611, 0.033], [-1.349, -1.552, -0.047], [-0.144, -1.058, -0.126], [1.168, -0.908, 0.371], [-2.880, 1.321, -0.039], [1.880, -1.858, 0.156], [1.170, 0.953, 0.000], [-0.286, 2.561, -0.805], [1.908, 0.253, -1.273], [-1.676, -2.512, -0.035], [1.080, -0.802, 1.452], [2.755, 0.321, 0.178]],
  "forces_ev_per_a": [[-0.865, 0.536, -0.079], [3.175, -3.231, -0.662], [-1.245, 2.127, 0.292], [-2.240, -0.315, -1.064], [-0.711, -1.169, -0.090], [-0.454, 2.286, -0.161], [-0.073, 2.867, -0.329], [2.622, -4.032, 0.161], [-0.749, 0.534, -0.367], [-1.922, 1.735, 0.561], [0.604, 1.489, 0.124], [-0.566, -0.469, 0.369], [0.161, -0.494, 0.635], [-0.244, -3.103, -0.076], [0.759, 0.450, 0.023], [1.745, 0.790, 0.663]]
}

=====

(3)
{
  "formula": "C5H12N2O",
  "method": "ωB97M-V/def2-TZVPD",
  "symbols": ["O", "N", "N", "C", "C", "C", "C", "C", "H", "H", "H", "H", "H", "H", "H", "H", "H", "H", "H", "H"],
  "xyz": [[1.237, 0.252, -1.902], [0.758, 2.703, 0.519], [-2.355, -2.005, 0.310], [0.490, 2.278, -0.871], [-0.125, -1.024, 0.520], [-0.848, -2.217, -0.008], [0.742, -1.108, 1.518], [1.558, 1.251, -1.267], [-0.575, -3.091, 0.564], [0.650, 3.132, -1.545], [2.613, 1.377, -0.895], [-0.320, -0.097, -0.068], [0.950, -2.132, 1.898], [1.366, -0.326, 1.964], [-0.566, 1.889, -1.021], [-0.639, -2.364, -1.113], [0.099, 3.486, 0.599], [-2.761, -2.793, -0.194], [-2.715, -1.212, -0.208], [0.440, 2.001, 1.201]],
  "forces_ev_per_a": [[0.954, 1.478, 0.658], [-1.065, 0.650, -0.441], [1.493, -1.128, -1.049], [0.379, -0.722, 0.346], [0.304, 0.720, -0.728], [-1.611, 0.944, -0.250], [0.547, -0.902, 0.308], [-1.301, -1.798, -0.763], [0.199, -0.338, -0.070], [-0.158, -0.005, 0.246], [-0.717, 0.260, -0.241], [0.090, -0.680, 0.895], [-0.199, 0.820, -0.003], [-0.481, -0.045, -0.406], [1.343, 0.167, -0.165], [-0.259, 0.148, 1.191], [0.558, -0.163, 0.732], [-0.443, 0.021, 0.353], [0.241, 0.327, -0.055], [0.126, 0.243, -0.558]]
}

=====

| no. | HOMO energy (eV) |
| --- | --- |
| 1 | -8.58 |
| 2 | -12.98 |
| 3 | -9.61 |